--- a ---
Computed, not measured: a molecular structure, C34H40IN6O3PbSSe2, with wB97M-V/def2-TZVPD.

Its total charge is +3. The value obtained for the lowest unoccupied orbital energy is -0.2842 Eh. The value obtained for the orbital gap is 7.89 eV.

```
88
Properties=species:S:1:pos:R:3:mulliken_charge:R:1
Pb 0.608 -0.470 -0.185 0.8486
O 2.709 -3.221 -2.138 -0.6455
C 1.733 -2.504 -2.105 -0.3989
N 0.766 -2.502 -1.109 0.4780
C 0.391 -3.697 -0.535 -0.1928
O 0.735 -4.796 -0.899 -0.6001
C -0.596 -3.588 0.613 0.5922
C -1.121 -4.765 1.135 -0.6250
C -1.987 -4.691 2.210 -0.8538
C -2.272 -3.443 2.754 -0.9877
C -1.701 -2.328 2.168 -0.7781
N -0.901 -2.383 1.097 1.3342
C 1.504 -1.448 -3.154 0.7268
C 2.116 -1.555 -4.388 -0.8043
C 1.818 -0.602 -5.352 -0.6035
C 0.940 0.422 -5.034 -0.8507
C 0.407 0.470 -3.756 -0.2924
N 0.672 -0.449 -2.829 0.2107
H -0.826 -5.705 0.690 0.6275
H -2.412 -5.589 2.639 0.4875
H -2.899 -3.343 3.631 0.5655
H -1.855 -1.345 2.607 0.2978
H 2.791 -2.378 -4.576 0.5831
H 2.260 -0.662 -6.338 0.5105
H 0.676 1.178 -5.760 0.4863
H -0.257 1.277 -3.465 0.5402
C -1.398 4.683 2.292 -1.2940
Se -0.824 2.910 1.723 0.9894
C -1.459 2.016 3.371 -0.7017
C -0.238 1.655 4.199 -1.0807
Se 0.770 0.214 3.344 0.3325
C 2.559 0.836 3.786 -1.0641
H -2.468 4.667 2.478 0.4736
H -1.140 5.388 1.507 0.4740
H -0.834 4.908 3.196 0.3996
H -2.057 1.147 3.124 0.2183
H -2.096 2.754 3.858 0.6755
H -0.586 1.325 5.178 0.5416
H 0.410 2.518 4.359 0.4790
H 2.659 0.904 4.865 0.4359
H 2.758 1.793 3.311 0.4146
H 3.245 0.087 3.400 0.2410
S 5.465 0.169 -1.249 -0.1806
C 4.038 -0.461 -0.568 -0.6264
N 2.943 0.210 -0.788 0.7383
C 3.209 1.345 -1.552 -0.5987
C 2.279 2.312 -1.946 -0.0821
C 2.718 3.379 -2.698 -0.7688
C 4.068 3.503 -3.061 -0.6792
C 4.998 2.566 -2.669 -0.5346
C 4.552 1.485 -1.906 0.9200
H 4.054 -1.383 -0.008 0.2168
H 1.235 2.217 -1.667 0.1846
H 2.017 4.139 -3.019 0.4696
H 4.383 4.350 -3.654 0.4464
H 6.039 2.668 -2.942 0.4487
N 3.227 -3.628 0.786 0.0356
C 2.723 -2.805 1.700 0.1632
O 2.098 -1.760 1.423 0.0585
C 2.968 -3.149 3.144 -1.3759
I 1.821 -4.848 3.723 0.1487
H 3.016 -3.542 -0.211 -0.0836
H 3.641 -4.499 1.082 0.2820
H 2.653 -2.325 3.772 0.2212
H 4.011 -3.395 3.329 0.5739
C -3.044 -0.970 -1.153 -1.2275
N -3.748 -0.667 0.137 0.0652
C -5.245 -0.801 -0.006 -0.8639
C -3.265 0.583 0.846 -0.0657
C -3.109 1.826 0.006 0.9339
C -3.986 2.106 -1.039 -0.3249
C -3.795 3.176 -1.899 -1.0671
C -2.690 3.995 -1.740 -1.0426
C -1.833 3.776 -0.673 -1.1775
C -2.063 2.732 0.219 0.5702
H -3.435 -1.912 -1.531 0.4903
H -1.980 -1.070 -0.950 0.3851
H -3.238 -0.173 -1.863 0.5295
H -3.464 -1.418 0.773 0.2366
H -5.556 -0.393 -0.962 0.4868
H -5.735 -0.284 0.814 0.3059
H -5.486 -1.861 0.023 0.4315
H -2.289 0.297 1.233 -0.3792
H -3.947 0.726 1.685 0.6793
H -4.847 1.471 -1.203 0.3835
H -4.502 3.358 -2.697 0.4981
H -2.507 4.817 -2.419 0.5031
H -0.990 4.445 -0.536 0.4814
```

***

--- b ---
Computed, not measured: a molecular structure, C34H40IN6O3PbSSe2, with wB97M-V/def2-TZVPD.

Its total charge is +3. The value obtained for the lowest unoccupied orbital energy is -0.2696 Eh. The value obtained for the orbital gap is 7.99 eV.

```
88
Properties=species:S:1:pos:R:3:mulliken_charge:R:1
Pb 2.569 -1.151 0.673 1.3415
O 0.542 -2.859 -2.236 -0.7622
C 0.721 -1.787 -1.694 0.5754
N 0.483 -1.511 -0.359 0.5877
C -0.500 -2.230 0.298 -0.3608
O -1.498 -2.671 -0.237 -0.6892
C -0.364 -2.311 1.799 0.5568
C -1.368 -2.908 2.539 -0.5233
C -1.243 -2.937 3.922 -0.6638
C -0.120 -2.377 4.506 -0.7752
C 0.846 -1.814 3.684 -0.5356
N 0.724 -1.774 2.360 -0.0654
C 1.392 -0.657 -2.442 1.0418
C 1.652 -0.795 -3.795 -0.7295
C 2.270 0.260 -4.456 -0.6630
C 2.606 1.395 -3.738 -0.6211
C 2.316 1.436 -2.381 -0.8951
N 1.713 0.436 -1.735 -0.1997
H -2.217 -3.340 2.028 0.6260
H -2.008 -3.399 4.532 0.5455
H 0.021 -2.382 5.578 0.5557
H 1.747 -1.383 4.105 0.5192
H 1.375 -1.710 -4.300 0.5875
H 2.489 0.191 -5.514 0.5254
H 3.098 2.234 -4.211 0.5656
H 2.586 2.302 -1.788 0.5377
C -4.301 5.222 0.763 -1.3085
Se -3.202 3.694 1.217 0.7066
C -3.514 3.621 3.163 -0.8730
C -2.236 3.940 3.912 -0.9410
Se -0.901 2.546 3.616 0.1870
C 0.660 3.591 4.117 -0.9936
H -5.245 5.188 1.299 0.4981
H -4.451 5.216 -0.313 0.4191
H -3.727 6.098 1.058 0.4092
H -3.879 2.613 3.357 0.5346
H -4.312 4.333 3.370 0.4761
H -2.466 3.997 4.976 0.5222
H -1.816 4.898 3.606 0.4109
H 0.562 3.910 5.150 0.3415
H 0.776 4.445 3.455 0.3467
H 1.523 2.936 4.027 0.3174
S 4.543 -2.817 -3.680 -0.1801
C 3.767 -2.855 -2.162 -0.0932
N 3.950 -1.828 -1.386 -0.0929
C 4.813 -0.911 -1.986 -0.2203
C 5.303 0.263 -1.407 -0.4789
C 6.170 1.046 -2.137 -0.7452
C 6.559 0.680 -3.434 -0.6082
C 6.105 -0.487 -4.010 -0.5402
C 5.232 -1.282 -3.267 1.0096
H 3.134 -3.688 -1.894 0.2039
H 5.036 0.537 -0.393 0.3895
H 6.576 1.948 -1.699 0.4451
H 7.249 1.309 -3.979 0.4604
H 6.433 -0.786 -4.996 0.4897
N 1.180 -4.951 -0.475 -0.0749
C 2.100 -4.659 0.436 0.4986
O 2.483 -3.487 0.631 -0.3926
C 2.684 -5.781 1.235 -1.2919
I 1.747 -5.800 3.150 0.1383
H 0.721 -4.222 -1.018 0.0467
H 0.874 -5.902 -0.603 0.2090
H 3.742 -5.608 1.401 0.3845
H 2.520 -6.756 0.787 0.5571
C -1.284 2.170 -1.475 -0.8034
N -1.462 0.783 -0.978 0.4391
C -2.059 -0.091 -2.035 -0.9502
C -2.188 0.720 0.349 0.7535
C -3.671 0.996 0.286 -0.2202
C -4.510 -0.068 -0.040 -0.4415
C -5.887 0.081 -0.104 -0.8759
C -6.464 1.307 0.183 -0.9380
C -5.660 2.375 0.552 -0.3865
C -4.281 2.219 0.602 0.8774
H -0.694 2.141 -2.387 0.3746
H -0.767 2.758 -0.719 0.3373
H -2.265 2.590 -1.692 0.3611
H -0.531 0.380 -0.780 -0.3560
H -3.047 0.283 -2.289 0.4982
H -2.107 -1.115 -1.665 0.2557
H -1.413 -0.043 -2.908 0.4228
H -1.648 1.393 1.018 0.0540
H -2.042 -0.296 0.713 -0.4668
H -4.073 -1.040 -0.237 0.5315
H -6.508 -0.764 -0.367 0.4658
H -7.537 1.434 0.143 0.4449
H -6.128 3.316 0.804 0.3728
```

***

It is a that is the least stable of them.

***

--- a ---
Computed, not measured: 12 unconnected molecules or ions with the total composition H24O12, with wB97M-V/def2-TZVPD.

Its structure (SMILES) is O.O.O.O.O.O.O.O.O.O.O.O. The value obtained for the lowest unoccupied orbital energy is -0.0012 Eh. The value obtained for the orbital gap is 10.44 eV.

```
36
Properties=species:S:1:pos:R:3:mulliken_charge:R:1
O 1.043 3.328 -0.793 -0.6399
H 1.870 2.833 -0.766 0.3404
H 0.353 2.669 -0.614 0.3284
O -2.676 0.784 1.631 -0.6805
H -1.848 0.668 2.133 0.3926
H -3.369 0.830 2.294 0.2867
O -0.376 0.438 3.147 -0.6227
H 0.049 -0.401 3.375 0.3464
H 0.002 1.092 3.743 0.2576
O 2.540 0.827 -1.368 -0.5296
H 2.566 -0.133 -1.288 0.2636
H 3.108 1.026 -2.119 0.2727
O 0.069 0.170 -3.192 -0.6315
H 0.297 1.041 -2.838 0.3019
H 0.295 0.210 -4.126 0.2574
O 2.623 -1.489 1.069 -0.6103
H 1.815 -1.428 0.540 0.3691
H 2.456 -2.235 1.651 0.2761
O 0.129 -0.850 -0.257 -0.4921
H -0.140 -0.025 0.171 0.3623
H 0.228 -0.588 -1.181 0.1368
O -2.500 -2.264 -0.611 -0.6512
H -2.759 -2.326 -1.538 0.3419
H -1.650 -1.803 -0.626 0.3628
O 2.411 1.924 2.297 -0.5905
H 2.568 1.703 3.219 0.2835
H 1.537 1.571 2.094 0.3433
O 0.073 -2.397 2.532 -0.6617
H 0.038 -3.320 2.260 0.2998
H -0.663 -1.993 2.054 0.2711
O -1.349 1.836 -0.561 -0.6275
H -1.948 1.697 0.196 0.3335
H -1.901 1.698 -1.337 0.2776
O -1.825 -1.977 -3.541 -0.6306
H -1.768 -1.862 -4.493 0.2787
H -1.300 -1.255 -3.161 0.3837
```

***

--- b ---
Computed, not measured: 12 unconnected molecules or ions with the total composition H24O12, with wB97M-V/def2-TZVPD.

Its structure (SMILES) is O.O.O.O.O.O.O.O.O.O.O.O. The value obtained for the lowest unoccupied orbital energy is -0.0060 Eh. The value obtained for the orbital gap is 11.11 eV.

```
36
Properties=species:S:1:pos:R:3:mulliken_charge:R:1
O 6.751 10.839 23.108 -0.6328
H 7.556 10.894 23.623 0.3152
H 6.049 10.979 23.743 0.3181
O 10.043 16.546 25.180 -0.6368
H 10.732 16.943 24.647 0.3177
H 9.857 15.712 24.749 0.3190
O 9.449 14.200 20.713 -0.6471
H 9.815 14.726 20.002 0.3225
H 8.903 13.549 20.273 0.3238
O 1.495 6.698 25.640 -0.6379
H 0.600 6.894 25.919 0.3201
H 2.011 7.440 25.956 0.3175
O 13.470 9.831 22.090 -0.6374
H 12.833 10.546 22.073 0.3181
H 14.056 10.014 21.356 0.3194
O 4.540 15.821 22.289 -0.6318
H 5.460 15.568 22.206 0.3172
H 4.343 16.279 21.471 0.3173
O 10.215 8.022 26.480 -0.6315
H 9.932 8.228 27.371 0.3144
H 10.963 8.599 26.326 0.3186
O 4.199 10.524 27.310 -0.6288
H 3.790 10.275 28.139 0.3154
H 4.882 11.148 27.556 0.3131
O 1.567 14.198 25.627 -0.6419
H 2.101 14.784 25.091 0.3286
H 2.170 13.507 25.901 0.3114
O 6.225 11.454 18.149 -0.6431
H 5.854 11.532 19.028 0.3235
H 6.399 10.518 18.045 0.3196
O 9.163 5.825 22.290 -0.6352
H 8.933 6.598 21.776 0.3130
H 9.576 6.176 23.080 0.3208
O 1.506 8.228 20.630 -0.6400
H 1.588 8.215 21.583 0.3219
H 0.584 8.030 20.466 0.3181
```

***

It is b that is the least stable of them.